#1
ORCA calculation (wB97M-V/def2-TZVPD) on a 2-piece molecular cluster, C3H11N2O overall.

- Total charge: 0
- Spin multiplicity: 2

```
17
C3H11N2O, DFT wB97M-V/def2-TZVPD
O -2.08649 -1.63634 1.27877
N -1.66666 -0.45250 -0.69650
N 1.68177 1.25508 0.58829
C 2.76084 0.40315 0.57389
C -1.17997 -0.78858 0.62476
C -0.71908 0.29579 -1.51273
H -0.21360 -1.30995 0.59993
H 0.30593 -0.10170 -1.50198
H -1.04738 0.14499 1.18832
H -2.96337 -1.22918 1.18615
H 3.57418 0.56705 1.25814
H -1.91090 -1.31488 -1.17172
H -1.04974 0.27878 -2.54892
H 0.80727 0.94450 0.21129
H 2.75006 -0.41466 -0.12647
H -0.69404 1.33873 -1.19055
H 1.65118 2.01972 1.23932
```

=====

#2
ORCA calculation (wB97M-V/def2-TZVPD) on a 2-piece molecular cluster, C3H11N2O overall.

- Total charge: 0
- Spin multiplicity: 2

```
17
C3H11N2O, DFT wB97M-V/def2-TZVPD
O 0.24376 -0.64853 -0.18506
N 1.13601 1.77649 -0.38101
N -1.35403 1.93971 -0.82288
C -0.10809 2.50018 -0.19696
C 0.41019 -1.98697 -0.03370
C -0.20892 -2.45587 1.32106
H -1.26036 2.01170 -1.84005
H -0.35398 2.49391 0.86139
H -1.24343 -2.74241 1.16904
H 1.46963 -2.29760 -0.13755
H -0.07186 -2.62904 -0.78563
H 0.25919 -3.34129 1.77443
H -0.07923 -1.59459 1.98097
H -1.22320 0.93979 -0.66868
H -0.03798 3.50869 -0.58860
H 0.93987 0.77667 -0.13089
H 1.48244 1.74917 -1.33588
```

=====

Most stable = #1

=====

#1
ORCA calculation (wB97M-V/def2-TZVPD) on a 2-piece molecular cluster, C3H12N2O3 overall.

- SMILES: CNC(N)(O)O.CO
- Total charge: 0

```
20
C3H12N2O3, DFT wB97M-V/def2-TZVPD
O -0.68338 2.38511 -0.27382
O -1.02960 -0.18323 0.75445
O 0.13636 -0.14692 -1.18004
N -0.21310 -2.16728 -0.12647
N 1.27506 -0.53536 0.79320
C -1.83357 2.83503 -0.95218
C 0.03628 -0.76703 0.08892
C 2.15327 -1.66042 1.04742
H -1.04991 -2.26378 -0.68894
H -0.38294 -2.62189 0.76638
H -0.20124 1.77382 -0.85624
H -2.34977 3.51678 -0.27977
H 1.09060 -0.01733 1.64614
H 0.93382 -0.47914 -1.60239
H -0.99794 0.78556 0.62218
H 3.10384 -1.26379 1.40150
H 2.31534 -2.19914 0.11687
H -1.57175 3.37031 -1.86863
H 1.76801 -2.36640 1.79307
H -2.49938 2.00512 -1.20164
```

=====

#2
ORCA calculation (wB97M-V/def2-TZVPD) on a 3-piece molecular cluster, C3H12N2O3 overall.

- SMILES: NCNCC=O.O.O
- Total charge: 0

```
20
C3H12N2O3, DFT wB97M-V/def2-TZVPD
O 0.98733 -2.43172 -0.72906
O 1.43119 2.50883 2.30462
O -1.59458 -2.25902 1.02590
N -0.06201 1.12187 -2.21783
N 0.00687 0.03929 0.07037
C -0.81802 0.57462 -1.03516
C 0.05058 0.99955 1.16576
C 1.41130 1.38592 1.86774
H -1.43209 1.38890 -0.66079
H -0.48840 0.57166 2.03144
H -1.49021 -0.20970 -1.39361
H 0.51042 0.33406 -2.50295
H 2.31794 0.77292 1.79379
H 0.51355 1.85257 -1.81198
H 0.05014 -2.41488 -0.52334
H -0.81909 -1.67033 1.07508
H 0.85809 -0.35599 -0.30594
H 1.03887 -2.63268 -1.67875
H -2.10745 -1.57003 0.53644
H -0.36442 1.99417 0.98826
```

=====

Most stable = #1

=====

#1
ORCA calculation (wB97M-V/def2-TZVPD) on one molecule with the formula C3H6FN.

- SMILES: N[C@@H]1C[C@@H]1F
- Total charge: 0

```
11
C3H6FN, DFT wB97M-V/def2-TZVPD
F 1.60515 -1.17624 -0.24086
N -1.45131 -0.85476 -0.39950
C 0.92792 -0.16147 0.41368
C -0.58566 0.17372 0.19552
C 0.56131 0.92697 -0.53111
H 0.85748 0.88062 -1.57275
H -0.74409 -1.57335 -0.29482
H 0.65048 1.92655 -0.25383
H -1.03246 0.81600 1.00421
H -2.06878 -1.03239 0.32123
H 1.27996 0.07436 1.35823
```

=====

#2
ORCA calculation (wB97M-V/def2-TZVPD) on one molecule with the formula C3H6FN.

- SMILES: FC1CNC1
- Total charge: 0

```
11
C3H6FN, DFT wB97M-V/def2-TZVPD
F 1.86516 -0.06216 -0.64496
N -0.82491 0.10530 -0.83504
C 0.86706 -0.07457 0.24977
C 0.00280 1.01446 -0.09199
C -0.25103 -1.11888 -0.12870
H 0.10468 2.08388 -0.45732
H -0.46573 1.36844 0.86743
H 1.24833 -0.22409 1.28099
H -0.08545 -1.95546 -0.75672
H -0.68931 -1.28762 0.87019
H -1.77160 0.15071 -0.35366
```

=====

Most stable = #1

=====

#1
ORCA calculation (wB97M-V/def2-TZVPD) on a 2-piece molecular cluster, C4H10NO2S overall.

- Total charge: -1

```
18
C4H10NO2S, DFT wB97M-V/def2-TZVPD
S 2.19706 0.06619 -1.16685
O -1.66167 1.25540 3.31050
O 1.91547 -3.18887 -2.15348
N -0.94346 1.05621 1.30857
C -1.45311 0.44946 2.38426
C -0.08233 0.35601 0.30134
C 1.09641 1.17587 -0.19434
C -0.99983 -0.11819 -0.79635
H -1.59402 0.72746 -1.18474
H 1.76856 -2.96591 -1.17290
H 1.68712 1.62599 0.67350
H -0.87996 2.09153 1.26255
H -1.68316 -0.59326 2.27188
H -1.87713 -0.79823 -0.66023
H 0.19884 -0.63690 0.70419
H 0.89602 2.12444 -0.66422
H -0.17489 -0.34601 -1.58020
H 1.59008 -2.28120 -2.64349
```

=====

#2
ORCA calculation (wB97M-V/def2-TZVPD) on a 2-piece molecular cluster, C4H10NO2S overall.

- Total charge: -1

```
18
C4H10NO2S, DFT wB97M-V/def2-TZVPD
S 1.38462 0.15648 -3.02457
O -1.80205 1.41111 -0.00735
O -0.95917 -2.72279 -0.61138
N -0.69555 0.51423 1.60832
C -0.75793 0.85566 0.21160
C 0.47323 0.57362 -0.56079
C 0.56365 0.01017 2.09097
C 0.12223 0.75703 -1.97509
H -1.38681 0.83418 2.19977
H -0.82690 0.22383 -2.20179
H 1.21973 1.44289 -0.32108
H -0.46362 -2.71578 -1.49016
H 0.78340 -0.54080 -0.39998
H 0.58032 0.13561 3.18720
H -0.10679 1.90860 -2.15263
H 1.35048 0.58573 1.50038
H 0.88345 -1.06049 1.91573
H -0.36229 -2.36927 0.03086
```

=====

Most stable = #1

=====

#1
ORCA calculation (wB97M-V/def2-TZVPD) on C22H20As3N2O8ReS6 as an isolated structure.

- Total charge: +2

```
62
C22H20As3N2O8ReS6, DFT wB97M-V/def2-TZVPD
Re -1.81447 -1.71020 1.03301
As -4.97956 -2.50416 1.81362
As -0.44575 0.34000 0.72768
As 2.10809 2.67825 -1.14104
S -5.23502 -4.36151 2.64263
S -0.58297 -5.18235 0.87733
S -6.40707 -1.09473 1.39230
S -3.44384 -2.66427 -0.11073
S 0.07870 -3.16790 0.83086
S -3.01814 -1.37868 2.85610
O 2.00956 -1.40477 -0.03186
O 3.69279 0.05542 -0.20288
O 1.17499 5.15370 -0.70473
O 0.36891 5.34046 1.31318
O -2.33679 3.59258 -0.02111
O 0.01864 1.96806 -2.93943
O -2.41735 2.93555 2.08467
O -1.85290 1.08706 -2.32736
N -0.40346 -6.32638 -5.40782
N 0.53924 -2.41621 -5.49672
C -0.31606 -5.72097 -4.43618
C -1.81463 3.03881 0.90095
C -2.67348 0.19172 -1.60817
C -0.44832 2.40928 0.66217
C 4.62264 -0.91523 0.32180
C 0.01140 -3.54494 -0.90834
C 0.60482 3.08974 0.21819
C 0.37067 -2.97263 -4.50634
C 1.60090 0.74226 -0.97660
C 0.26725 -2.87682 -2.07929
C -0.21132 -4.98725 -3.21185
C 0.26758 0.52070 -1.08874
C -0.35966 -4.88827 -0.85698
C 2.44122 -0.30015 -0.32008
C 0.71126 4.62025 0.27335
C -0.55577 1.27262 -2.15627
C -1.79283 2.34284 3.21659
C 0.13809 -3.62303 -3.25308
C -0.01236 4.81589 2.58727
C -0.46142 -5.64397 -1.99987
C 3.70491 2.93687 -0.01207
C 0.92027 0.22990 2.12293
H 4.37369 -1.14900 1.35576
H 4.59777 -1.82692 -0.27110
H -1.09668 4.73379 2.64787
H -3.59155 0.10772 -2.18424
H 1.32903 -0.77515 2.19318
H -0.74441 2.63164 3.29624
H -2.33263 2.71052 4.08436
H 5.59964 -0.44976 0.26437
H 0.56295 -1.83810 -2.11179
H 3.64973 2.49173 0.97946
H -0.70876 -6.69658 -1.98870
H 1.71657 0.95350 1.96280
H 0.41260 0.45559 3.06135
H 4.54317 2.51278 -0.56136
H -1.89183 1.25616 3.18275
H 3.85726 4.01215 0.06477
H 0.32455 5.54189 3.32063
H 0.46921 3.85709 2.77999
H -2.92840 0.58790 -0.61944
H -2.21070 -0.79450 -1.53403
```

=====

#2
ORCA calculation (wB97M-V/def2-TZVPD) on C22H20As3N2O8ReS6 as an isolated structure.

- Total charge: +2

```
62
C22H20As3N2O8ReS6, DFT wB97M-V/def2-TZVPD
Re -0.68328 -0.01636 0.17217
As -0.75163 2.71039 -1.05616
As -2.30689 -1.86456 -0.03466
As -0.26502 -5.12092 1.41354
S -1.54640 2.57652 0.84038
S -1.28591 0.76492 -1.87775
S 2.96702 0.14436 0.30469
S 0.71690 -1.71259 -0.57972
S 0.65802 3.75800 -2.01500
S 1.16696 0.76997 1.17694
O -1.60599 -5.51164 -1.77785
O -1.50454 -0.17447 2.25867
O -2.69802 -1.30891 3.75812
O -0.55156 -3.11424 4.51824
O 1.36464 -4.86362 -1.26774
O -0.07286 -5.00577 3.40462
O 0.67436 -4.08751 -3.27880
O -3.42834 -4.19795 -1.89450
N 4.31212 2.08050 -5.39996
N 1.46054 -0.60049 -6.64250
C -1.45734 -3.24522 -1.08297
C -2.16203 -4.45432 -1.62306
C 3.74423 1.42708 -4.64699
C 2.59239 -0.01620 -1.41687
C 1.73970 -0.43210 -5.54220
C 3.02599 0.61602 -3.70416
C 3.28418 0.75243 -2.34517
C -2.85262 -0.08562 4.54937
C 2.04469 -0.28077 -4.14668
C -2.00785 -1.22097 2.67466
C 1.43274 -5.08255 -4.02693
C 1.32994 -1.03871 -3.22821
C -1.76277 -6.35851 1.40544
C 1.63044 -0.91873 -1.88604
C -4.17467 -5.28740 -2.50232
C 0.08959 -3.65256 5.73197
C -0.15637 -3.06728 -1.33102
C -4.23528 -1.96734 -0.10363
C -1.86640 -2.43091 1.81277
C -0.58089 -3.84701 3.47894
C 0.72432 -4.13230 -1.96853
C -1.15307 -3.49144 2.16882
H 0.71279 -5.68596 -4.57093
H -1.87746 0.22193 4.91656
H 1.16513 -3.63593 5.58152
H 4.02113 1.46915 -2.00872
H -2.72307 -5.84933 1.43526
H -4.18066 -6.14604 -1.83595
H 0.55434 -1.70227 -3.58070
H -1.67610 -6.97279 0.51115
H 2.06901 -4.53543 -4.71564
H 2.01994 -5.69144 -3.34804
H -0.21206 -2.97657 6.52181
H -5.17567 -4.90086 -2.65330
H -3.51541 -0.36616 5.35816
H -3.28883 0.68812 3.92416
H -4.55067 -1.68540 -1.10644
H -0.26965 -4.66142 5.90861
H -4.61801 -1.24120 0.61302
H -4.58839 -2.96687 0.13333
H -3.71534 -5.55690 -3.44940
H -1.66237 -6.99928 2.28364
```

=====

Most stable = #2